Below is a structure of composition C24H28GeMoO6S4Sb2 in a non-equilibrium geometry, with properties calculated with wB97M-V/def2-TZVPD.

Output
* spin multiplicity: 4
* HOMO level (spin up / spin down): -4.509 / -4.775 eV
* max |F|: 0.02630 hartree/bohr
* total charge: -1
* energy above the lowest of the compared OMol25 structures with the same formula, charge and spin: 0.0 kJ/mol
* M: 952.82 g/mol
* energy: -152419.712 eV
* frontier orbital gap (spin up / spin down): 6.21 / 5.49 eV

```
66
Properties=species:S:1:pos:R:3:forces:R:3:mulliken_spin:R:1
Mo -0.157167 0.288776 -0.696612 0.2 -0.7 1.1 1.962
O -2.833926 2.086114 1.648794 0.0 -0.1 0.1 0.005
S -1.739546 2.004104 0.721414 0.3 -0.3 -0.3 -0.010
O -1.320827 3.223270 0.081908 -0.1 0.1 0.1 -0.002
O -0.530579 1.241874 1.294527 -0.2 0.3 -0.4 0.010
O -2.065868 0.930757 -0.387164 0.3 0.5 -0.2 0.018
S 1.898416 -3.384914 -2.057332 0.0 0.0 0.0 0.062
Sb 1.190179 -2.895701 0.025165 0.2 0.0 0.0 0.063
S -1.160565 -1.940811 -0.280788 -0.2 0.2 -0.2 0.312
S 1.778730 -0.480501 0.374289 -0.4 0.1 0.1 -0.073
O 0.622828 -0.222945 -2.510954 0.1 0.0 0.0 0.010
C 1.470170 0.751961 -2.445224 -0.5 0.1 -0.4 -0.031
O 1.147259 1.732376 -1.722518 0.3 0.0 0.2 0.045
C 2.700591 0.713952 -3.278436 0.0 0.2 -0.1 0.000
C 2.371985 1.322386 -4.657920 0.1 -0.1 0.0 0.000
Ge 1.526047 3.096181 -4.642124 -0.1 0.1 0.0 0.009
C 2.546117 4.289564 -3.483111 0.1 0.1 0.1 -0.004
C 3.807698 4.735606 -3.880430 0.0 0.1 0.0 0.000
C 4.576411 5.547816 -3.057659 0.0 0.0 0.0 0.000
C 4.088333 5.932124 -1.817313 0.0 0.0 0.0 0.000
C 2.837703 5.495955 -1.404325 0.0 0.0 0.0 0.000
C 2.075150 4.678597 -2.227949 0.0 -0.1 0.0 0.003
C 1.590985 3.753987 -6.488187 0.1 0.0 -0.1 0.000
C 0.444330 4.239469 -7.114307 0.0 0.0 0.0 0.000
C 0.483703 4.711177 -8.420808 0.0 0.0 0.0 0.000
C 1.675033 4.703284 -9.129852 0.0 0.0 0.0 0.000
C 2.826705 4.214094 -8.528336 0.0 0.0 0.0 0.000
C 2.778722 3.743610 -7.223679 0.0 0.0 0.0 0.000
C -0.333085 3.022391 -4.096712 -0.2 0.1 0.0 -0.006
C -0.981438 4.162362 -3.621306 0.0 0.0 0.0 0.001
C -2.295486 4.102609 -3.179188 0.0 0.0 0.0 0.001
C -2.984734 2.899901 -3.210386 0.0 0.0 0.0 -0.004
C -2.363953 1.762372 -3.705055 0.0 0.0 0.0 -0.005
C -1.050831 1.827477 -4.150203 0.0 0.0 0.0 0.008
H 3.018359 -0.325659 -3.356756 0.0 0.0 0.0 0.002
H 3.470807 1.302294 -2.779595 0.0 0.0 0.0 -0.001
H 1.746369 0.636994 -5.233652 0.0 0.0 0.0 0.000
H 3.299182 1.439317 -5.224253 0.0 -0.1 0.0 0.000
H 4.206149 4.457663 -4.849984 0.0 0.0 0.0 0.000
H 5.554372 5.878127 -3.386392 0.0 0.0 0.0 0.000
H 4.685532 6.563663 -1.170798 0.0 0.0 0.0 0.000
H 2.454502 5.777118 -0.431578 0.0 0.0 0.0 0.000
H 1.121452 4.316529 -1.864971 0.0 0.0 0.0 0.001
H -0.497262 4.250421 -6.576315 0.0 0.0 0.0 0.000
H -0.421463 5.083642 -8.884896 0.0 0.0 0.0 0.000
H 1.707292 5.071072 -10.148024 0.0 0.0 0.0 0.000
H 3.761481 4.194641 -9.075294 0.0 0.0 0.0 0.000
H 3.690272 3.351116 -6.785158 0.0 0.0 0.0 0.000
H -0.452868 5.107857 -3.565319 0.0 0.0 0.0 0.000
H -2.771625 4.989054 -2.780005 0.0 0.0 0.0 0.000
H -3.996590 2.843603 -2.830094 0.0 0.0 0.0 0.000
H -2.891887 0.817085 -3.721168 0.0 0.0 0.0 0.002
H -0.577867 0.921046 -4.510412 0.0 0.0 0.0 0.001
C -3.527302 -2.648124 2.573577 -0.2 -0.1 0.0 0.054
Sb -2.098498 -1.109572 2.222809 0.4 -0.2 -0.1 0.370
C -2.392192 0.019875 4.031925 -0.2 0.3 0.0 0.207
C -0.410228 -2.079247 3.046964 0.1 -0.1 0.2 -0.013
H -3.354563 -3.038988 3.577442 0.0 0.0 0.0 0.008
H -3.405371 -3.440550 1.837591 0.0 0.0 0.0 -0.006
H -4.537303 -2.246866 2.506171 0.0 0.0 0.0 0.001
H -2.395627 -0.713731 4.838911 0.0 0.0 0.0 0.003
H -3.314036 0.594055 4.003165 0.0 0.0 0.0 -0.006
H -1.549672 0.701877 4.124019 0.0 0.0 0.0 -0.005
H -0.522060 -2.115835 4.131591 0.0 0.0 0.0 0.006
H 0.480916 -1.506981 2.791094 0.0 0.0 0.0 -0.001
H -0.315648 -3.087776 2.651756 0.0 0.0 0.0 0.004
```
Positions in Å, forces in eV/Å.

=====

Below is a structure of composition C24H28IrN5O3, with properties calculated with wB97M-V/def2-TZVPD.

Output
* spin multiplicity: 1
* HOMO level: -6.121 eV
* max |F|: 0.01433 hartree/bohr
* energy above the lowest of the compared OMol25 structures with the same formula, charge and spin: 4.5 kJ/mol
* M: 626.74 g/mol
* energy: -41773.569 eV
* frontier orbital gap: 6.29 eV

```
61
Properties=species:S:1:pos:R:3:forces:R:3:nbo_charge:R:1
Ir -0.041944 -0.600610 -0.055814 -0.1 -0.5 -0.5 0.659
O 3.706253 0.352386 -1.376709 0.0 0.0 0.0 -0.667
C 2.502420 0.189799 -1.185070 0.0 -0.1 0.1 0.601
N 1.827587 0.243712 -0.039161 -0.2 0.4 0.0 -0.664
C 2.472555 0.217804 1.249751 0.0 -0.1 0.0 -0.267
C 1.452537 -0.125554 2.328593 -0.1 0.2 -0.1 0.249
C 1.802638 -0.107032 3.668986 0.0 0.1 0.0 -0.247
C 0.835619 -0.315482 4.637224 0.0 0.0 0.0 -0.154
C -0.477915 -0.513019 4.244990 -0.1 0.0 0.0 -0.253
C -0.766112 -0.555176 2.894866 0.0 0.0 0.0 0.058
N 0.178566 -0.400937 1.958673 0.3 -0.3 0.2 -0.426
C 1.571886 -0.147752 -2.352342 0.0 0.2 0.1 0.130
C 2.044795 -0.134343 -3.646992 0.0 0.1 0.0 -0.212
C 1.177218 -0.428685 -4.689488 0.0 0.0 0.0 -0.161
C -0.144361 -0.716673 -4.399005 -0.1 0.0 0.0 -0.249
C -0.554497 -0.735580 -3.075346 0.0 -0.1 0.0 0.058
N 0.282721 -0.468153 -2.072605 0.4 -0.2 0.0 -0.404
H 2.920458 1.184598 1.510489 0.0 0.0 0.0 0.208
H 3.292112 -0.511405 1.273999 0.0 0.0 0.0 0.225
H 2.831684 0.086644 3.942272 0.0 0.0 0.0 0.226
H 1.102439 -0.306640 5.685822 0.0 0.0 0.0 0.222
H -1.268681 -0.656382 4.967291 0.0 0.0 0.0 0.228
H -1.759736 -0.730289 2.504987 0.0 0.0 0.0 0.247
H 3.088092 0.106861 -3.796966 0.0 0.0 0.0 0.254
H 1.528207 -0.432364 -5.712910 0.0 0.0 0.0 0.222
H -0.855713 -0.948281 -5.179161 0.0 0.0 0.0 0.227
H -1.561542 -0.991556 -2.774838 0.0 0.0 0.0 0.229
C -5.199304 2.166802 0.364773 0.0 0.0 0.0 -0.253
O -3.899430 2.667224 0.043102 0.0 0.0 0.0 -0.531
C -2.891813 1.792258 0.287853 -0.1 0.0 0.0 0.875
O -3.052876 0.679927 0.706367 0.1 0.0 0.2 -0.614
N -1.721402 2.432923 -0.002282 0.1 0.2 -0.1 -0.490
N -0.473654 1.796094 -0.042473 -0.1 0.1 0.1 -0.621
H -5.884652 2.986633 0.172807 0.0 0.0 0.0 0.193
H -5.247619 1.866606 1.409933 0.0 0.0 0.0 0.192
H -5.444924 1.310662 -0.260990 0.0 0.0 0.0 0.194
H -1.795611 3.376824 -0.344228 0.0 0.0 0.0 0.388
H 0.123693 2.185221 0.681593 0.0 0.0 0.0 0.372
H -0.033663 1.983450 -0.937453 0.0 0.0 0.0 0.380
C 0.269690 -3.583044 1.839284 0.0 0.0 0.0 -0.592
C -0.622586 -3.652815 0.590400 0.1 0.0 0.0 -0.171
C -2.072716 -3.855196 1.043458 0.0 0.0 0.0 -0.594
C -0.580784 -2.382370 -0.270637 -0.3 0.3 0.2 -0.421
C -0.111931 -4.820310 -0.255153 0.0 0.0 0.0 -0.002
C -0.851550 -5.968311 -0.514405 0.0 0.0 0.0 -0.227
C -0.334726 -6.993930 -1.301017 0.0 0.0 0.0 -0.208
C 0.934326 -6.890351 -1.842962 0.0 0.0 0.0 -0.231
C 1.684748 -5.745811 -1.596556 0.0 0.0 0.0 -0.229
C 1.165053 -4.728434 -0.815919 0.0 0.0 0.0 -0.161
H -0.094354 -2.837585 2.542066 0.0 0.0 0.0 0.197
H 1.298934 -3.336491 1.575029 0.0 0.0 0.0 0.210
H 0.270399 -4.549115 2.350620 0.0 0.0 0.0 0.207
H -2.378839 -2.993905 1.637702 0.0 0.0 0.0 0.213
H -2.185380 -4.758699 1.649031 0.0 0.0 0.0 0.199
H -2.750691 -3.917587 0.190223 0.0 0.0 0.0 0.212
H -0.688092 -2.711465 -1.316496 0.0 0.0 0.0 0.134
H -1.847370 -6.076671 -0.106207 0.0 0.0 0.0 0.210
H -0.933810 -7.876790 -1.488069 0.0 0.0 0.0 0.206
H 1.336576 -7.688069 -2.454314 0.0 0.0 0.0 0.208
H 2.677032 -5.645703 -2.019097 0.0 0.0 0.0 0.208
H 1.748442 -3.829665 -0.648417 0.0 0.0 0.0 0.209
```
Positions in Å, forces in eV/Å.

=====

Below is an isolated molecule of C24H28N2O2, with properties calculated with wB97M-V/def2-TZVPD.

Output
* spin multiplicity: 1
* HOMO level: -8.057 eV
* max |F|: 0.01259 hartree/bohr
* energy above the lowest of the compared OMol25 structures with the same formula, charge and spin: 84.2 kJ/mol
* M: 376.50 g/mol
* energy: -32418.946 eV
* SMILES: Cc1c(CNCCCc2ccccc2)c(C(=O)O)c(C)n1Cc1ccccc1
* frontier orbital gap: 8.59 eV

```
56
Properties=species:S:1:pos:R:3:forces:R:3:nbo_charge:R:1
C -1.410159 -1.570442 -1.433735 0.0 0.1 0.0 -0.651
C -1.400518 -0.169476 -0.929203 0.5 -0.2 0.1 0.155
C -0.399011 0.574698 -0.357850 -0.1 -0.2 -0.1 -0.107
C -0.951555 1.863179 -0.065386 -0.4 -0.2 -0.2 -0.220
C -2.269245 1.841773 -0.490487 0.3 0.5 0.3 0.213
N -2.526381 0.611079 -1.008080 0.2 0.1 0.0 -0.337
C -3.792964 0.151484 -1.510251 -0.3 -0.1 -0.1 -0.225
C -4.497266 -0.784565 -0.553532 0.0 0.0 0.0 -0.058
C -5.345490 -1.768949 -1.044081 0.1 0.1 0.0 -0.209
C -6.008406 -2.619674 -0.177790 -0.1 -0.1 0.0 -0.202
C -5.825922 -2.498128 1.189388 0.0 -0.1 0.0 -0.215
C -4.980809 -1.520133 1.684725 0.0 0.0 0.1 -0.217
C -4.321226 -0.665669 0.818733 0.0 0.0 -0.1 -0.165
H -3.661282 0.093688 1.212295 0.1 0.1 0.0 0.213
H -4.834902 -1.419455 2.749998 0.0 0.0 0.1 0.215
H -6.340133 -3.164214 1.865860 0.0 -0.1 0.1 0.215
H -6.664803 -3.381632 -0.571250 -0.1 -0.1 0.0 0.215
H -5.486465 -1.869031 -2.111138 0.0 0.0 -0.1 0.209
H -4.428381 1.023470 -1.690812 0.1 -0.1 -0.1 0.233
H -3.640112 -0.353856 -2.469816 0.0 0.1 0.1 0.213
C -3.297822 2.910330 -0.413142 0.0 0.0 0.0 -0.672
H -4.171664 2.581527 0.150667 -0.1 0.0 0.0 0.212
H -2.857463 3.775534 0.073631 -0.1 0.0 0.0 0.281
H -3.620328 3.211457 -1.410480 -0.1 0.1 0.0 0.218
C -0.309641 3.028597 0.567503 0.0 0.3 0.1 0.775
O -0.730712 4.156466 0.438970 0.1 0.0 0.0 -0.615
O 0.764160 2.794234 1.323361 0.1 0.2 -0.1 -0.703
H 0.978888 1.824060 1.395380 -0.2 -0.1 0.1 0.501
C 1.011394 0.128945 -0.129071 -0.2 -0.2 -0.2 -0.234
N 1.318893 0.165349 1.298942 -0.1 -0.1 0.0 -0.645
H 0.680717 -0.439438 1.807907 0.0 0.1 -0.1 0.371
C 2.692697 -0.096226 1.697041 0.2 -0.2 0.3 -0.228
C 3.127540 -1.569785 1.749422 -0.1 0.2 -0.2 -0.404
H 3.943155 -1.651770 2.470551 0.0 0.0 0.1 0.209
H 2.296073 -2.173621 2.124908 0.0 0.0 0.1 0.200
C 3.612732 -2.154069 0.414455 0.0 0.0 0.2 -0.442
C 4.788907 -1.393938 -0.130855 -0.1 -0.1 -0.1 0.078
C 4.655296 -0.555587 -1.229527 0.0 0.0 0.0 -0.259
C 5.738262 0.161541 -1.708076 0.0 0.1 -0.1 -0.190
C 6.972100 0.048120 -1.092554 0.1 0.1 -0.1 -0.223
C 7.118037 -0.789702 0.000466 0.1 0.0 0.1 -0.199
C 6.034253 -1.504045 0.476405 0.0 0.0 0.0 -0.251
H 6.155396 -2.160260 1.326861 0.0 -0.1 0.1 0.208
H 8.079851 -0.886635 0.482693 0.1 0.0 0.0 0.213
H 7.817750 0.607252 -1.464444 0.1 0.0 0.0 0.214
H 5.616941 0.810004 -2.563439 0.0 0.1 -0.1 0.213
H 3.696425 -0.465763 -1.720824 -0.1 0.0 0.0 0.208
H 3.903314 -3.194247 0.587194 -0.1 0.0 -0.1 0.217
H 2.804116 -2.153902 -0.316974 0.0 -0.1 0.0 0.202
H 2.801178 0.325814 2.701690 0.1 0.0 -0.1 0.204
H 3.350845 0.462735 1.027952 0.0 0.1 0.1 0.208
H 1.707144 0.815155 -0.625121 0.0 -0.1 0.0 0.208
H 1.145736 -0.867121 -0.570715 0.1 0.1 0.0 0.179
H -1.520408 -1.594526 -2.519151 0.0 -0.1 -0.1 0.216
H -0.482141 -2.073312 -1.178507 0.0 0.0 0.0 0.225
H -2.235970 -2.130886 -0.995218 0.0 -0.1 0.0 0.229
```
Positions in Å, forces in eV/Å.